6
Properties=species:S:1:pos:R:3:mulliken_charge:R:1 method="wB97M-V/def2-TZVPD" multiplicity=3 e_homo_ev="-6.463 / -9.889" homo_lumo_gap_ev="6.58 / 6.36" mol_weight_g_mol=120.2 relative_energy_kj_mol=0.0 s_squared=2.005
C -0.3590 1.1929 -0.3248 0.6195
C 0.0621 -1.8889 0.9303 0.4490
O 0.3623 1.7100 -1.0004 -0.2950
O -1.0328 0.7745 0.4915 -0.3226
S -1.1448 -2.0052 1.9302 -0.1392
S 1.1064 -1.5458 -0.1078 -0.3118